Formula: C28H23BrIN4O6RbS2Te
Source: the OMol25 dataset
Level of theory: wB97M-V/def2-TZVPD

Last column: Löwdin charge in e.
Element x y z (Å)
Rb (0.87, -1.20, -0.34)  0.70
C (4.94, 0.82, -0.50)  -0.01
C (4.89, -0.60, -0.94)  -0.36
N (3.81, -1.32, -1.10)  0.12
C (4.22, -2.54, -1.57)  -0.14
C (5.59, -2.57, -1.67)  -0.09
N (5.99, -1.33, -1.28)  0.16
C (6.62, -3.59, -2.09)  -0.61
O (6.18, -4.73, -2.42)  -0.02
O (7.79, -3.18, -2.11)  -0.02
C (3.22, -3.61, -1.84)  -0.51
O (3.68, -4.76, -2.24)  0.10
O (2.03, -3.40, -1.66)  -0.05
H (3.98, 1.09, -0.08)  0.03
H (5.15, 1.48, -1.35)  0.07
H (5.71, 0.98, 0.26)  0.08
H (6.97, -1.07, -1.27)  0.16
H (4.71, -4.74, -2.39)  0.05
C (-6.76, 2.43, 1.94)  -0.06
C (-5.60, 1.87, 1.16)  -0.28
C (-4.61, 1.11, 1.79)  -0.04
C (-3.55, 0.58, 1.07)  -0.04
C (-3.46, 0.82, -0.29)  -0.26
C (-4.43, 1.57, -0.93)  -0.05
C (-5.49, 2.10, -0.20)  -0.05
S (-2.05, 0.18, -1.19)  0.50
O (-0.89, 0.83, -0.60)  -0.49
O (-2.32, 0.51, -2.58)  -0.34
N (-1.94, -1.33, -0.83)  -0.21
C (-2.90, -2.24, -1.19)  -0.39
C (-3.97, -2.00, -2.10)  -0.03
C (-4.89, -3.00, -2.34)  -0.10
C (-4.76, -4.23, -1.71)  -0.12
C (-3.68, -4.39, -0.86)  -0.18
N (-2.78, -3.44, -0.59)  0.11
H (-6.54, 2.47, 3.01)  0.07
H (-7.65, 1.81, 1.82)  0.08
H (-7.01, 3.44, 1.61)  0.07
H (-4.68, 0.93, 2.86)  0.11
H (-2.79, -0.01, 1.57)  0.11
H (-4.33, 1.75, -2.00)  0.11
H (-6.24, 2.69, -0.71)  0.11
H (-4.03, -1.05, -2.61)  0.08
H (-5.70, -2.81, -3.03)  0.09
H (-5.46, -5.04, -1.88)  0.08
H (-3.52, -5.33, -0.35)  0.09
Te (2.48, 0.68, 2.64)  0.50
C (1.13, 0.16, 4.17)  -1.11
C (-0.25, 0.16, 4.17)  -0.28
C (-0.83, -0.25, 5.41)  -0.24
C (0.10, -0.54, 6.36)  -0.48
S (1.69, -0.34, 5.72)  0.85
H (-0.82, 0.44, 3.29)  0.08
H (-1.90, -0.31, 5.57)  0.08
H (-0.08, -0.88, 7.37)  0.04
Br (4.57, 3.97, -3.58)  0.66
C (3.52, 3.86, -1.99)  -0.76
C (3.89, 4.68, -0.94)  -0.15
C (3.19, 4.62, 0.26)  -0.08
C (2.13, 3.75, 0.39)  -0.11
C (1.75, 2.93, -0.66)  -0.15
C (2.45, 2.98, -1.86)  -0.75
I (1.90, 1.66, -3.37)  0.95
H (4.74, 5.34, -1.06)  0.09
H (3.49, 5.25, 1.09)  0.10
H (1.60, 3.66, 1.33)  0.08
H (0.92, 2.25, -0.55)  0.07

Results
LUMO energy = 3.60 eV
Kohn-Sham gap = 5.323 eV
Energy above the lowest of the compared OMol25 structures with the same formula, charge and spin = 6.2 kcal per mole
Molar mass = 995.5 g/mol
Charge = -2